Entry 1:
Density functional theory data (ωB97M-V/def2-TZVPD) for 4 unconnected molecules or ions with the total composition C6H20BFO2 at a distorted geometry.

The geometry in XYZ format:
```
30
Properties=species:S:1:pos:R:3:forces:R:3
F -0.532 -0.869 -0.455 0.858 0.206 0.549
B -3.985 0.290 -2.313 -0.084 0.279 0.289
H -4.128 -0.348 -3.281 -0.079 -0.958 -1.306
H -5.017 0.432 -1.775 -1.588 0.182 0.611
H -3.251 -0.140 -1.524 0.889 -0.873 0.721
H -3.574 1.357 -2.565 0.466 1.502 -0.610
C -1.290 2.022 2.996 1.672 -0.001 0.211
C -0.905 0.604 2.574 -1.345 -0.621 -2.598
C -0.698 -0.317 3.768 0.385 0.146 1.087
O -1.945 0.102 1.672 0.271 0.289 1.611
H -2.001 1.963 3.819 -0.409 0.378 -0.328
H -1.524 2.667 2.152 -0.824 -0.410 -0.070
H -0.391 2.539 3.370 -0.003 -0.260 0.464
H -0.127 0.593 1.801 1.070 0.377 1.134
H -0.955 -1.372 3.678 -0.299 0.168 -0.728
H -1.293 0.080 4.601 -0.113 -0.179 0.019
H 0.325 -0.352 4.163 0.138 0.377 -0.266
H -1.409 -0.226 0.917 -0.438 -0.541 -0.969
C 2.199 0.287 -2.370 -0.097 0.269 -0.441
C 2.428 -1.120 -1.832 0.074 0.122 0.837
C 3.907 -1.501 -2.001 -0.308 0.428 -1.890
O 2.046 -1.177 -0.481 0.485 0.021 -0.053
H 2.764 1.054 -1.831 0.264 -0.288 0.156
H 1.156 0.588 -2.266 -0.094 -0.297 -0.096
H 2.498 0.335 -3.424 -0.152 0.103 -0.034
H 1.777 -1.824 -2.367 0.233 0.031 -0.384
H 4.571 -0.719 -1.628 0.033 -0.415 0.829
H 4.115 -1.410 -3.082 -0.195 -0.024 -0.081
H 4.185 -2.540 -1.832 -0.035 0.141 0.895
H 1.054 -0.998 -0.484 -0.775 -0.154 0.441
```
Forces are in eV/Å.

Largest force on an atom in eV/Å: 2.991
Kohn-Sham gap in eV: 6.5
Total charge: -2

natural (NBO) atomic charge list, values in e, 4 entries: -0.88, -0.78, -0.08, -0.08


Entry 2:
Density functional theory data (ωB97M-V/def2-TZVPD) for a molecular structure, C21H23ClN2S2W.

The geometry in XYZ format:
```
50
Properties=species:S:1:pos:R:3:forces:R:3
W -0.181 -0.475 -0.368 -0.553 0.151 -0.234
C 2.314 -2.057 1.751 0.007 0.003 0.012
C 2.423 -0.608 1.434 -0.033 -0.023 0.029
N 1.565 0.079 0.679 0.214 0.208 0.041
C 1.928 1.428 0.577 0.011 -0.012 -0.023
C 3.053 1.740 1.251 0.014 -0.012 0.042
S 3.674 0.350 2.034 -0.014 0.011 -0.024
C 1.071 2.274 -0.252 0.054 0.017 0.008
C 1.108 3.607 -0.466 -0.027 0.014 -0.026
S -0.121 4.050 -1.571 0.001 -0.018 -0.024
C -0.638 2.442 -1.708 -0.023 -0.033 -0.031
N 0.072 1.616 -0.957 0.219 -0.256 -0.067
C -1.777 2.016 -2.563 -0.001 0.011 0.008
H 2.296 -2.648 0.835 0.000 0.002 -0.003
H 1.397 -2.247 2.312 0.002 -0.012 -0.006
H 3.157 -2.382 2.357 0.000 0.002 0.001
H 3.550 2.693 1.320 -0.005 0.001 0.006
H 1.778 4.341 -0.049 0.004 -0.011 0.011
H -2.089 2.813 -3.234 0.002 0.005 0.004
H -2.622 1.734 -1.932 -0.005 0.000 -0.007
H -1.490 1.148 -3.158 -0.005 -0.004 0.002
C -4.484 0.242 2.682 -0.002 0.004 0.010
C -4.533 0.257 1.141 0.020 -0.018 -0.026
C -5.483 -0.838 0.628 -0.008 0.000 0.001
C -4.975 1.639 0.636 -0.009 -0.001 -0.007
C -3.185 -0.026 0.663 -0.024 0.010 0.017
C -2.053 -0.267 0.261 0.107 -0.064 0.005
H -5.487 0.448 3.056 0.002 0.000 0.000
H -3.810 1.007 3.067 -0.003 0.004 -0.003
H -4.171 -0.731 3.058 -0.001 -0.002 -0.003
H -6.486 -0.632 1.001 0.001 0.000 -0.002
H -5.179 -1.822 0.983 0.001 0.000 0.003
H -5.519 -0.853 -0.461 -0.001 0.002 0.001
H -5.973 1.853 1.020 0.003 0.001 0.002
H -5.024 1.664 -0.453 0.004 0.001 0.001
H -4.301 2.422 0.983 -0.001 0.002 0.002
Cl 0.476 -7.988 -2.076 0.001 0.003 0.001
C 0.323 -6.334 -1.666 -0.003 -0.006 -0.001
C -0.152 -5.983 -0.405 0.005 -0.002 -0.007
C -0.281 -4.650 -0.077 -0.015 -0.013 0.000
C 0.072 -3.662 -1.006 0.017 0.028 0.012
C -0.041 -2.283 -0.648 0.100 -0.173 0.399
C 0.548 -4.030 -2.272 0.019 -0.006 -0.013
C 0.669 -5.362 -2.602 -0.004 -0.003 0.007
H -0.422 -6.757 0.300 -0.002 0.005 0.005
H -0.666 -4.373 0.897 0.002 0.001 -0.001
H -0.385 -2.030 0.518 0.032 -0.433 0.030
H -0.200 -1.381 -1.866 -0.101 0.604 -0.153
H 0.818 -3.272 -2.997 -0.001 0.004 0.007
H 1.030 -5.662 -3.576 0.000 0.005 -0.002
```
Forces are in eV/Å.

Largest force on an atom in eV/Å: 0.631
Kohn-Sham gap in eV: 6.5
Total charge: +2

natural (NBO) atomic charge list, values in e, 4 entries: 1.10, -0.68, 0.13, -0.56


Entry 3:
Density functional theory data (ωB97M-V/def2-TZVPD) for a molecular structure, C22H46Cl2N5O10Tl at a distorted geometry.

The geometry in XYZ format:
```
86
Properties=species:S:1:pos:R:3:forces:R:3
Tl 11.726 -12.781 -0.786 -0.032 -0.511 -0.590
C 14.380 -13.713 -4.836 -0.409 0.620 0.446
C 13.476 -13.448 -3.650 -0.109 0.210 -0.309
O 13.771 -13.942 -2.538 0.262 -0.156 0.845
O 12.468 -12.698 -3.707 0.518 -0.259 -0.257
H 15.064 -14.552 -4.726 -0.349 -0.179 0.056
H 15.023 -12.831 -4.879 -0.270 -0.427 -0.345
H 13.736 -13.783 -5.712 0.296 -0.045 -0.278
C 13.915 -13.361 -9.242 -0.476 0.410 -0.517
C 13.379 -13.798 -10.604 0.630 0.113 0.441
O 14.543 -13.563 -11.432 -0.695 -0.161 0.105
C 15.646 -13.553 -10.659 0.202 -0.186 -1.796
O 16.754 -13.488 -11.082 0.000 0.078 0.457
O 15.309 -13.615 -9.372 -0.172 -0.641 1.537
H 13.438 -13.899 -8.426 0.397 -0.140 0.119
H 13.827 -12.286 -9.076 -0.301 0.005 -0.060
H 12.532 -13.224 -10.965 0.073 0.024 -0.121
H 13.123 -14.855 -10.544 0.047 -0.060 -0.478
C 15.622 -10.708 -4.715 0.835 -0.796 -0.518
C 16.451 -11.217 -5.894 -0.031 -0.136 0.256
O 17.418 -11.952 -5.773 0.213 -0.346 -0.187
N 16.009 -10.811 -7.128 -0.055 0.489 1.245
C 16.455 -11.278 -8.393 -0.111 -0.012 0.036
H 15.889 -9.664 -4.571 -0.663 0.186 0.118
H 15.897 -11.291 -3.837 0.341 0.232 0.028
H 14.587 -10.982 -4.916 -0.233 1.043 0.064
H 15.351 -10.021 -6.968 -0.337 0.285 -1.122
H 15.647 -11.230 -9.128 0.036 0.341 0.190
H 16.794 -12.310 -8.313 0.352 0.140 0.101
H 17.260 -10.640 -8.784 0.238 -0.036 0.036
C 9.266 -16.791 -1.739 0.624 0.074 0.197
C 10.570 -16.299 -2.350 -0.614 0.774 0.619
O 10.991 -15.162 -2.119 0.258 0.384 0.064
N 11.161 -17.103 -3.234 0.177 -0.953 0.264
C 12.328 -16.765 -4.025 -0.225 -0.559 -0.142
H 9.304 -17.849 -1.478 -0.237 -0.095 -0.453
H 8.495 -16.533 -2.464 -0.194 -0.403 0.055
H 9.037 -16.275 -0.810 0.197 0.261 -0.103
H 10.873 -18.069 -3.192 -0.050 0.045 -0.300
H 13.023 -16.140 -3.472 -0.342 0.388 -0.152
H 11.975 -16.372 -4.978 0.332 0.601 0.005
H 12.877 -17.667 -4.288 -0.219 -0.206 0.141
C 9.471 -13.375 -9.232 0.353 0.484 -0.871
C 10.311 -14.619 -9.002 -0.231 0.375 -0.846
O 10.598 -15.384 -9.906 0.019 0.143 0.263
N 10.858 -14.769 -7.769 0.229 0.196 0.218
C 10.437 -14.060 -6.574 0.371 -0.704 0.297
H 9.264 -13.265 -10.296 -0.250 -0.595 0.021
H 10.098 -12.489 -9.077 -0.095 -0.032 0.616
H 8.535 -13.293 -8.686 0.119 -0.099 0.222
H 11.454 -15.585 -7.728 -0.176 -0.038 0.340
H 9.645 -14.606 -6.055 -0.241 0.257 -0.072
H 10.138 -13.045 -6.808 -0.153 -0.030 -0.011
H 11.262 -14.014 -5.860 0.108 0.137 -0.056
C 15.533 -17.395 -3.807 -1.024 -0.154 -0.204
C 16.866 -17.139 -3.193 1.412 -0.899 -0.753
O 17.878 -17.521 -3.778 -0.146 -0.109 0.233
N 17.021 -16.382 -2.082 -2.162 0.753 1.273
C 15.926 -15.653 -1.462 0.898 0.344 -0.257
H 14.732 -17.657 -3.119 0.195 0.161 0.268
H 15.574 -18.190 -4.550 0.562 -0.178 0.246
H 15.196 -16.543 -4.406 0.141 0.215 0.332
H 17.911 -16.115 -1.682 0.566 -0.585 -0.715
H 15.651 -16.074 -0.491 -0.246 -0.145 -0.062
H 15.064 -15.528 -2.115 -0.128 -0.318 0.021
H 16.313 -14.644 -1.274 -0.087 -0.019 0.236
C 12.527 -7.445 -8.173 0.021 -0.572 1.022
C 13.085 -8.696 -7.530 0.009 1.196 -0.762
O 14.197 -8.667 -6.998 0.122 -0.846 0.113
N 12.299 -9.777 -7.587 0.042 -1.107 0.276
C 12.690 -11.040 -6.982 -0.122 0.330 -0.080
H 11.829 -7.682 -8.969 0.067 0.241 -0.149
H 13.364 -6.815 -8.453 -0.156 0.081 -0.250
H 11.995 -6.975 -7.340 -0.114 0.344 -0.296
H 11.359 -9.740 -7.942 0.083 0.463 -0.143
H 12.244 -11.146 -5.988 0.262 -0.183 -0.053
H 13.779 -11.047 -6.961 -0.327 -0.227 0.318
H 12.393 -11.864 -7.627 -0.254 -0.034 0.127
Cl 19.592 -14.668 -3.225 -0.463 0.160 -0.066
C 18.157 -14.587 -4.299 0.129 -0.022 -0.183
C 18.654 -14.513 -5.730 0.351 -0.019 0.304
Cl 17.327 -14.674 -6.896 -0.199 -0.018 0.069
H 17.523 -13.749 -4.010 0.267 0.313 -0.097
H 17.578 -15.492 -4.120 0.562 0.463 -0.631
H 19.371 -15.313 -5.901 -0.140 -0.230 -0.179
H 19.159 -13.586 -5.988 -0.083 0.109 0.228
```
Forces are in eV/Å.

Largest force on an atom in eV/Å: 2.619
Kohn-Sham gap in eV: 2.1
Total charge: +2

Löwdin atomic charge list, values in e, 4 entries: 1.09, 0.04, -0.70, -0.05


Entry 4:
Density functional theory data (ωB97M-V/def2-TZVPD) for 2 unconnected molecules or ions with the total composition C22H16BrF3NO4S at a distorted geometry.

The geometry in XYZ format:
```
48
Properties=species:S:1:pos:R:3:forces:R:3
Br -2.488 1.986 -2.068 -0.183 -0.074 -0.379
C -1.403 2.209 -0.554 0.694 0.700 1.044
C -0.301 3.086 -0.600 -0.465 -0.778 0.182
C 0.469 3.273 0.548 -0.092 -0.258 0.335
C 0.163 2.606 1.759 -1.210 0.539 -0.605
C 0.971 2.811 2.964 0.880 1.000 1.458
C 1.146 1.714 3.822 0.959 -1.616 0.365
N 2.456 1.304 4.128 -0.366 0.508 -0.308
O 2.678 0.230 4.778 -0.500 1.462 -0.670
O 3.388 2.047 3.708 -0.366 -1.072 0.684
C -0.953 1.741 1.777 -0.001 0.412 -0.668
C -1.754 1.568 0.639 0.643 0.050 0.126
H -0.047 3.584 -1.531 -0.040 -0.033 0.182
H 1.335 3.936 0.498 -0.290 -0.163 0.137
H 1.776 3.540 2.916 0.462 -1.050 -0.704
H 0.328 1.072 4.181 0.794 0.196 -0.333
H -1.204 1.212 2.692 -0.004 0.107 -0.194
H -2.618 0.909 0.671 0.151 0.141 -0.019
F -0.186 10.047 1.142 -0.325 -0.373 -0.802
C -0.580 8.870 0.571 0.163 -0.037 0.519
F -1.911 8.979 0.268 0.995 0.111 0.055
F 0.086 8.740 -0.620 -0.512 0.400 0.618
C -0.287 7.728 1.502 -0.231 0.458 0.018
C -1.109 6.614 1.444 0.061 -0.316 -0.265
C -0.837 5.525 2.248 -0.136 0.212 0.223
C 0.198 5.571 3.204 -0.093 0.153 -0.206
C 0.268 4.461 4.152 -1.183 -0.407 -0.014
S 0.890 5.014 5.723 0.698 -1.521 0.015
C 0.420 3.730 6.892 -0.102 -0.030 0.464
C -0.466 4.075 7.919 -0.040 -0.246 -0.276
C -0.923 3.089 8.790 0.064 -0.007 0.038
C -0.481 1.769 8.663 0.041 0.216 -0.386
C 0.462 1.448 7.681 -0.070 0.160 0.133
C 0.947 2.442 6.831 0.018 0.000 -0.263
O 2.335 5.038 5.657 -0.148 0.366 0.097
O 0.165 6.175 6.177 0.022 0.480 -0.161
C 1.101 6.673 3.180 -0.260 -0.021 -0.244
C 0.802 7.776 2.383 -0.011 -0.446 -0.338
H -1.968 6.593 0.770 0.352 -0.010 0.120
H -1.446 4.622 2.151 0.064 0.424 0.301
H -0.708 3.982 4.387 0.439 0.584 -0.298
H -0.792 5.106 8.019 -0.036 -0.203 -0.134
H -1.650 3.369 9.555 0.237 -0.172 -0.120
H -0.880 0.992 9.308 0.073 0.108 -0.029
H 0.815 0.424 7.547 -0.012 0.312 0.135
H 1.720 2.201 6.105 -0.271 0.083 0.231
H 2.042 6.678 3.750 -0.802 -0.071 0.057
H 1.420 8.671 2.436 -0.059 -0.276 -0.122
```
Forces are in eV/Å.

Largest force on an atom in eV/Å: 1.975
Kohn-Sham gap in eV: 6.3
Total charge: -1

natural (NBO) atomic charge list, values in e, 4 entries: 0.05, -0.11, -0.24, -0.16


Entry 5:
Density functional theory data (ωB97M-V/def2-TZVPD) for a molecular structure, C15H24F6NO7PSSc at a distorted geometry.

The geometry in XYZ format:
```
56
Properties=species:S:1:pos:R:3:forces:R:3
Sc -0.384 1.508 0.617 -0.631 -0.595 -0.280
C -3.611 1.206 0.220 -0.075 0.108 -0.032
O -2.380 0.529 0.581 0.041 0.086 0.106
C -2.604 -0.419 1.640 0.164 -0.081 0.098
C -1.383 -1.296 1.695 -0.157 0.049 -0.091
O -0.234 -0.417 1.753 -0.005 0.123 -0.149
C 0.814 -0.930 2.605 0.095 -0.013 -0.006
H -4.365 0.459 -0.021 0.031 -0.025 0.011
H -3.409 1.822 -0.647 0.006 0.006 0.013
H -3.946 1.830 1.049 0.020 -0.019 0.011
H -3.491 -1.013 1.416 0.009 -0.011 -0.014
H -2.753 0.116 2.581 -0.018 0.020 -0.026
H -1.298 -1.919 0.803 0.022 -0.003 0.029
H -1.405 -1.928 2.581 -0.004 0.016 0.016
H 1.096 -1.929 2.272 -0.013 0.012 -0.014
H 0.463 -0.964 3.635 -0.021 0.017 -0.012
H 1.657 -0.251 2.540 -0.010 -0.002 0.009
F -1.162 2.490 2.214 -0.050 0.217 0.270
P 0.252 3.457 2.775 -0.051 -0.071 0.024
F -0.560 4.717 2.370 0.046 -0.013 0.054
F 0.946 1.975 2.878 -0.071 0.027 -0.102
F 0.681 3.280 1.084 0.081 -0.038 0.027
F 1.588 4.184 3.057 0.017 0.015 -0.010
F -0.285 3.366 4.222 -0.008 0.036 0.006
C 5.331 -0.347 -1.144 -0.083 -0.057 -0.072
C 4.376 0.434 -0.256 0.038 -0.049 0.097
S 2.665 0.293 -0.847 -0.174 0.542 0.184
O 1.730 0.935 0.113 1.053 -0.396 -0.307
C 2.496 0.896 -2.543 -0.098 -0.018 -0.127
C 2.700 2.406 -2.639 0.051 -0.006 0.216
H 6.328 -0.248 -0.716 -0.013 0.018 0.038
H 5.374 0.054 -2.156 0.017 -0.005 0.001
H 5.085 -1.407 -1.176 0.022 0.003 -0.012
H 4.581 1.508 -0.232 -0.131 0.065 -0.032
H 4.327 0.064 0.770 -0.030 -0.027 -0.015
H 1.487 0.586 -2.822 0.060 -0.040 0.053
H 3.232 0.313 -3.101 -0.007 -0.058 0.033
H 2.008 2.946 -1.994 0.026 0.018 -0.010
H 2.490 2.688 -3.671 -0.013 -0.078 -0.044
H 3.725 2.696 -2.414 -0.004 0.033 0.025
O -1.233 2.792 -0.736 -0.180 0.243 0.003
C -0.885 2.115 -1.756 -0.036 0.040 -0.354
O -0.362 0.972 -1.542 0.108 0.018 0.236
C -1.022 2.678 -3.112 0.015 -0.117 0.100
C -1.583 3.941 -3.297 -0.021 0.050 0.050
C -1.662 4.482 -4.570 0.001 0.000 -0.024
C -1.155 3.784 -5.659 0.028 -0.057 0.014
C -0.582 2.542 -5.443 0.006 -0.079 -0.078
C -0.529 1.961 -4.195 -0.020 -0.048 -0.016
N 0.035 1.806 -6.578 -0.061 0.352 0.218
O 0.776 0.887 -6.283 0.012 -0.115 -0.058
O -0.209 2.203 -7.689 0.016 -0.129 -0.007
H -1.951 4.491 -2.441 -0.003 0.004 -0.011
H -2.108 5.455 -4.719 0.003 0.002 0.002
H -1.192 4.189 -6.661 0.005 -0.004 -0.011
H -0.134 0.962 -4.084 -0.006 0.033 -0.030
```
Forces are in eV/Å.

Energy relative to the best compared isomer or geometry (same formula, charge and spin) in eV: 0.270
Largest force on an atom in eV/Å: 1.166
Kohn-Sham gap (spin up / spin down) in eV: 9.2 / 4.2
Total charge: +2
Multiplicity: 2

Löwdin atomic charge list, values in e, 4 entries: 1.19, 0.01, -0.28, -0.13